No. 1
C21H52BN4O5 | the ωB97M-V functional and the def2-TZVPD basis

XYZ file:
```
83
C21H52BN4O5, DFT the ωB97M-V functional and the def2-TZVPD basis
C 6.128 0.451 -1.100
C 4.922 1.137 -1.769
C 3.841 1.668 -0.783
C 2.509 0.912 -1.045
C 1.782 1.619 -2.199
C 0.220 1.520 -2.169
C -0.328 2.766 -1.425
B -0.127 2.754 0.153
O -1.254 2.515 0.890
O 1.055 2.928 0.824
C -0.277 1.667 -3.646
N -0.569 0.415 -4.328
C 0.265 -0.690 -3.889
C 0.258 -0.946 -2.361
N -0.263 0.232 -1.576
C -1.769 0.153 -1.443
C -2.163 -0.145 0.021
C -2.136 -1.649 0.320
O -3.472 0.358 0.208
H 6.929 0.440 -1.838
H 5.929 -0.591 -0.872
H 6.502 1.005 -0.244
H 5.327 1.944 -2.375
H 4.498 0.415 -2.469
H 4.181 1.409 0.217
H 3.717 2.736 -0.916
H 2.825 -0.090 -1.325
H 1.916 0.799 -0.138
H 2.031 2.673 -2.165
H 2.110 1.238 -3.161
H -1.391 2.864 -1.641
H 0.135 3.662 -1.830
H -2.021 2.744 0.339
H 1.074 3.761 1.318
H 0.435 2.278 -4.196
H -1.212 2.220 -3.607
H -1.533 0.142 -4.185
H 1.290 -0.459 -4.174
H 0.011 -1.590 -4.435
H -0.317 -1.835 -2.133
H 1.273 -1.175 -2.062
H 0.089 0.073 -0.630
H -2.178 -0.660 -2.034
H -2.266 1.053 -1.775
H -1.481 0.330 0.722
H -1.972 -1.807 1.382
H -1.329 -2.167 -0.202
H -3.081 -2.097 0.027
H -3.541 0.692 1.132
C 4.880 -4.047 2.161
C 5.045 -3.372 0.803
C 3.873 -2.455 0.423
O 2.703 -3.135 -0.008
C 1.885 -3.643 1.033
N 5.290 -4.402 -0.210
H 4.189 -4.888 2.122
H 5.838 -4.437 2.502
H 4.521 -3.341 2.913
H 5.935 -2.739 0.860
H 4.180 -1.843 -0.429
H 3.638 -1.753 1.236
H 1.892 -2.988 1.910
H 2.193 -4.649 1.320
H 0.864 -3.706 0.653
H 5.516 -3.957 -1.095
H 4.409 -4.877 -0.390
C -6.276 0.604 1.645
C -5.419 0.433 2.897
C -6.127 0.836 4.197
O -6.229 2.230 4.402
C -7.292 2.868 3.714
N -4.158 1.172 2.719
H -6.344 1.646 1.332
H -5.844 0.047 0.812
H -7.287 0.229 1.807
H -5.178 -0.630 2.981
H -5.530 0.464 5.034
H -7.112 0.361 4.277
H -8.174 2.226 3.647
H -6.984 3.184 2.715
H -7.557 3.763 4.276
H -3.544 0.967 3.503
H -4.368 2.161 2.826
```

M: 451.48 g/mol
LUMO level: -2.2 eV
gap between HOMO and LUMO: 9.0728 eV
E_HOMO: -11.27 eV
charge: +1

Atom charges from the Löwdin analysis, given in e for atoms 1 to 6: atom 1 (C): -0.095, atom 2 (C): -0.243, atom 3 (C): -0.169, atom 4 (C): -0.191, atom 5 (C): -0.097, atom 6 (C): -0.355

***

No. 2
C21H52BrN3O4 | the ωB97M-V functional and the def2-TZVPD basis

XYZ file:
```
81
C21H52BrN3O4, DFT the ωB97M-V functional and the def2-TZVPD basis
Br -0.663 0.025 1.201
C -4.981 -0.149 -0.668
O -4.485 -1.487 -0.881
C -3.846 -2.006 0.263
C -2.739 -2.984 -0.151
N -1.577 -2.342 -0.929
H -1.147 -1.682 -0.273
H -0.936 -3.105 -1.086
C -1.951 -1.751 -2.256
C -0.789 -1.205 -3.102
O 0.314 -2.100 -3.219
C 1.382 -1.429 -3.887
H -5.513 0.168 -1.567
H -4.201 0.613 -0.536
H -5.688 -0.124 0.157
H -4.504 -2.625 0.877
H -3.475 -1.149 0.819
H -3.177 -3.786 -0.753
H -2.241 -3.352 0.754
H -2.479 -0.836 -1.992
H -2.425 -2.530 -2.850
H -0.327 -0.276 -2.748
H -1.233 -0.960 -4.073
H 1.784 -0.659 -3.216
H 1.063 -1.070 -4.864
H 2.201 -2.140 -4.009
C 0.905 2.630 -2.305
O -0.267 2.961 -1.589
C -1.474 2.354 -2.025
C -2.655 2.999 -1.330
N -2.541 3.083 0.183
H -3.461 2.952 0.581
H -2.080 2.280 0.594
C -1.894 4.321 0.806
C -2.531 5.641 0.406
O -2.161 6.529 1.375
C -2.321 7.925 1.007
H 1.716 3.243 -1.907
H 0.812 2.908 -3.359
H 1.064 1.556 -2.190
H -1.315 1.314 -1.710
H -1.674 2.511 -3.085
H -3.556 2.410 -1.497
H -2.863 4.010 -1.682
H -0.835 4.271 0.514
H -2.121 4.186 1.866
H -3.622 5.599 0.321
H -2.178 5.927 -0.595
H -3.384 7.950 0.742
H -1.698 8.202 0.154
H -2.075 8.459 1.926
C 2.060 -4.033 5.385
C 1.803 -3.752 3.899
C 2.785 -2.733 3.219
C 2.468 -2.543 1.723
N 3.302 -1.432 1.017
C 2.771 -1.346 -0.436
C 3.610 -2.336 -1.182
C 5.007 -1.937 -0.682
C 4.781 -1.804 0.818
C 3.149 -0.111 1.680
H 1.780 -3.215 6.068
H 3.118 -4.186 5.573
H 1.386 -4.837 5.669
H 0.766 -3.420 3.827
H 1.863 -4.671 3.305
H 3.815 -3.044 3.419
H 2.678 -1.778 3.728
H 1.419 -2.266 1.631
H 2.714 -3.465 1.197
H 3.127 -0.374 -0.760
H 1.698 -1.510 -0.484
H 3.609 -2.300 -2.281
H 3.351 -3.366 -0.914
H 5.270 -0.968 -1.108
H 5.810 -2.658 -0.845
H 5.327 -0.998 1.308
H 4.929 -2.709 1.418
H 3.686 0.618 1.078
H 3.666 -0.163 2.637
H 2.095 0.058 1.881
```

M: 490.57 g/mol
LUMO level: -4.2 eV
energy above the lowest of the compared OMol25 structures with the same formula, charge and spin: 0.0 kJ/mol
gap between HOMO and LUMO: 9.7747 eV
E_HOMO: -14.02 eV
charge: +2

Atom charges from the Löwdin analysis, given in e for atoms 1 to 6: atom 1 (Br): -0.105, atom 2 (C): -0.070, atom 3 (O): -0.195, atom 4 (C): -0.215, atom 5 (C): -0.065, atom 6 (N): 0.040

***

No. 3
C21H52Cl6O12 | the ωB97M-V functional and the def2-TZVPD basis

XYZ file:
```
91
C21H52Cl6O12, DFT the ωB97M-V functional and the def2-TZVPD basis
C 2.714 -2.151 1.798
C 4.152 -2.587 2.250
C 3.926 -2.754 3.726
O 2.995 -1.789 4.052
C 2.129 -1.506 3.026
H 2.173 -2.951 1.293
H 2.823 -1.365 1.051
H 4.887 -1.809 2.040
H 4.482 -3.477 1.715
H 4.869 -2.589 4.246
H 3.610 -3.757 4.015
H 2.179 -0.460 2.723
H 1.102 -1.741 3.306
C 3.584 1.233 -0.422
C 4.486 1.931 -1.357
C 4.956 3.219 -0.667
O 4.003 3.396 0.336
C 3.553 2.075 0.821
H 3.979 0.225 -0.299
H 2.539 1.222 -0.734
H 3.830 1.997 -2.225
H 5.340 1.282 -1.552
H 4.838 4.001 -1.416
H 5.973 3.244 -0.276
H 2.527 2.258 1.142
H 4.177 1.835 1.681
C -0.581 0.059 0.514
C 0.205 -0.552 -0.671
O 0.541 0.296 -1.865
O -0.020 1.281 1.004
H -0.626 -0.778 1.211
H -1.644 0.187 0.311
H -0.147 -1.520 -1.029
H 1.157 -0.693 -0.160
H -0.100 0.243 -2.578
H 0.204 1.795 0.225
C -1.301 -2.460 -4.871
C -2.210 -1.693 -3.810
O -1.709 -0.410 -3.402
O -1.467 -1.776 -6.136
H -1.492 -3.531 -4.799
H -0.265 -2.297 -4.572
H -2.466 -2.392 -3.014
H -3.172 -1.564 -4.307
H -2.363 0.230 -3.692
H -1.085 -0.908 -5.985
C -4.235 0.722 -2.053
C -3.795 2.036 -1.499
O -4.566 3.057 -2.013
O -4.194 0.848 -3.551
H -5.309 0.572 -1.949
H -3.575 -0.088 -1.745
H -2.802 2.255 -1.892
H -3.703 1.940 -0.418
H -4.366 3.891 -1.582
H -4.249 1.794 -3.705
C 0.062 1.259 5.297
C -1.370 0.821 4.926
O -1.097 -0.348 4.005
O 0.879 1.583 4.155
H 0.578 0.401 5.729
H -0.127 2.055 6.017
H -2.102 1.496 4.483
H -1.776 0.409 5.851
H -1.828 -0.467 3.395
H 0.685 0.908 3.499
C -3.994 -0.877 1.656
C -3.798 -2.274 2.332
O -4.738 -2.391 3.367
O -3.431 0.177 2.462
H -5.065 -0.789 1.473
H -3.495 -0.950 0.690
H -2.831 -2.496 2.783
H -3.981 -3.032 1.571
H -4.409 -2.901 4.110
H -4.096 0.565 3.036
C 1.586 1.852 -5.047
Cl 2.022 3.400 -5.692
Cl 1.161 0.788 -6.368
H 2.449 1.503 -4.480
H 0.730 2.037 -4.396
C 1.198 4.802 -0.567
Cl 1.820 5.996 -1.732
Cl -0.020 3.730 -1.336
H 1.977 4.100 -0.267
H 0.783 5.270 0.325
C -0.768 -5.291 -0.831
Cl -1.601 -6.461 0.218
Cl -1.596 -3.761 -0.607
H 0.232 -5.147 -0.423
H -0.528 -5.492 -1.875
```

M: 709.35 g/mol
multiplicity: 2
LUMO level (alpha / beta): -2.7 / -8.9 eV
gap between HOMO and LUMO (alpha / beta): 8.8724 / 2.6986 eV
E_HOMO (alpha / beta): -11.62 / -11.62 eV
charge: +1

Atom charges from the Löwdin analysis, given in e for atoms 1 to 6: atom 1 (C): -0.108, atom 2 (C): -0.093, atom 3 (C): -0.124, atom 4 (O): 0.145, atom 5 (C): -0.109, atom 6 (H): 0.131